Density functional theory data (the ωB97M-V functional and the def2-TZVPD basis) for C33H24GeNO2STl as an isolated structure.

Geometry (Å):
1 Tl 0.000 2.092 1.043
2 O 1.762 2.533 -2.975
3 C 1.783 2.672 -1.744
4 O 1.467 1.814 -0.869
5 C 2.338 3.988 -1.204
6 C 3.594 4.374 -1.665
7 C 4.226 5.518 -1.202
8 C 3.581 6.305 -0.257
9 C 2.323 5.944 0.194
10 C 1.671 4.797 -0.272
11 S 0.004 4.529 0.256
12 H 4.064 3.745 -2.412
13 H 5.205 5.794 -1.578
14 H 4.054 7.200 0.132
15 H 1.813 6.555 0.930
16 N -1.811 1.359 -1.147
17 C -2.529 1.086 -1.998
18 C -3.387 0.792 -3.117
19 C -3.021 1.261 -4.377
20 C -3.835 0.983 -5.464
21 C -4.998 0.245 -5.290
22 C -5.355 -0.220 -4.031
23 C -4.550 0.050 -2.936
24 H -2.107 1.828 -4.489
25 H -3.555 1.340 -6.447
26 H -5.630 0.028 -6.143
27 H -6.260 -0.800 -3.901
28 H -4.797 -0.317 -1.950
29 C -0.159 0.804 2.649
30 Ge 0.240 -0.884 1.868
31 C -1.128 -1.678 0.611
32 C -0.979 -2.158 -0.689
33 C -2.066 -2.574 -1.454
34 C -3.347 -2.532 -0.927
35 C -3.528 -2.049 0.365
36 C -2.437 -1.622 1.107
37 C 0.097 -2.178 3.389
38 C 0.304 -3.549 3.245
39 C 0.199 -4.419 4.324
40 C -0.118 -3.923 5.583
41 C -0.326 -2.560 5.746
42 C -0.221 -1.699 4.660
43 C 2.104 -1.317 1.258
44 C 2.555 -1.793 0.030
45 C 3.910 -1.956 -0.244
46 C 4.858 -1.646 0.716
47 C 4.436 -1.163 1.949
48 C 3.084 -0.998 2.204
49 H 0.000 -2.204 -1.146
50 H -1.905 -2.931 -2.467
51 H -4.195 -2.860 -1.519
52 H -4.524 -1.999 0.793
53 H -2.595 -1.210 2.099
54 H 0.557 -3.947 2.266
55 H 0.365 -5.482 4.184
56 H -0.200 -4.596 6.430
57 H -0.573 -2.166 6.727
58 H -0.385 -0.630 4.771
59 H 1.855 -2.027 -0.760
60 H 4.220 -2.310 -1.222
61 H 5.916 -1.757 0.501
62 H 5.165 -0.895 2.706
63 H 2.771 -0.585 3.159

DFT total energy (eV): -112237.3921
Highest occupied orbital energy (eV): -0.07
Net charge: -2
Energy relative to the best compared isomer or geometry (same formula, charge and spin) (kJ/mol): 0.0
Multiplicity: 1

Mulliken analysis output, partial charges in e:
1 Tl 0.91
2 O -0.74
3 C 0.17
4 O -0.45
5 C 0.51
6 C -0.53
7 C -0.48
8 C -0.44
9 C -0.56
10 C 0.29
11 S -0.50
12 H 0.35
13 H 0.34
14 H 0.32
15 H 0.36
16 N -0.06
17 C -0.42
18 C 0.43
19 C -0.51
20 C -0.47
21 C -0.32
22 C -0.59
23 C -0.32
24 H 0.57
25 H 0.38
26 H 0.36
27 H 0.37
28 H 0.56
29 C -0.90
30 Ge 1.10
31 C 0.08
32 C 0.13
33 C -0.80
34 C -0.39
35 C -0.65
36 C -0.50
37 C -0.27
38 C -0.31
39 C -0.58
40 C -0.30
41 C -0.46
42 C -0.44
43 C 0.21
44 C 0.09
45 C -0.75
46 C -0.32
47 C -0.63
48 C -0.62
49 H 0.15
50 H 0.35
51 H 0.41
52 H 0.35
53 H 0.35
54 H 0.26
55 H 0.35
56 H 0.32
57 H 0.37
58 H 0.33
59 H 0.13
60 H 0.35
61 H 0.33
62 H 0.35
63 H 0.38